Formula: C33H58B2ClF16N3O11P
Source: the Open Molecules 2025 dataset
Level of theory: wB97M-V/def2-TZVPD

Structure (XYZ):
```
125
Properties=species:S:1:pos:R:3:lowdin_charge:R:1
C 6.7605 -2.9961 -3.7494 -0.04
O 5.5761 -2.2074 -3.5520 0.05
B 4.9061 -2.4812 -2.4059 -0.63
O 5.1368 -3.7345 -1.8331 0.14
C 3.9871 -1.3075 -1.8046 -0.08
N 2.5984 -1.2447 -2.2342 0.07
C 1.5081 -1.9418 -1.5658 -0.37
C 0.1732 -1.3013 -2.0428 -0.16
C -0.7029 -2.0863 -3.0421 -0.17
C -2.1263 -1.4526 -2.9780 -0.28
N -2.7757 -1.5082 -4.2978 -0.01
C 1.5638 -3.4662 -1.8980 -0.11
C 1.8556 -4.0049 -3.3231 -0.13
C 1.8870 -3.1101 -4.5882 -0.16
C 3.1894 -3.2026 -5.4331 -0.24
O 3.6325 -1.9304 -5.8724 -0.06
C 1.7321 -1.7716 -0.0203 -0.42
C 1.0415 -2.8883 0.8578 -0.06
B -0.5480 -2.8356 0.9101 -0.70
O -1.1727 -2.3497 2.0640 0.09
O -1.3605 -3.2781 -0.0905 0.18
P 0.8684 -0.2546 0.7434 0.72
O 1.7071 -0.0475 2.1632 -0.30
Cl 1.1654 1.3987 -0.4534 0.41
N 3.1624 -1.8851 0.3979 0.16
C 4.2073 -1.0194 -0.2886 -0.39
C 5.5399 -1.5716 0.2472 -0.09
C 6.8102 -0.8733 -0.2736 -0.13
C 7.7561 -0.4618 0.8704 -0.07
C 8.9931 0.2840 0.4165 -0.58
O 10.0027 0.1118 0.9443 0.17
O 8.8388 1.1404 -0.5945 0.12
O 4.0206 0.3339 -0.1718 -0.08
C 4.5123 1.0892 0.9236 -0.13
C 5.0860 2.4735 0.4338 -0.28
C 5.6302 2.4565 -1.0020 -0.04
C 4.0756 3.6370 0.6858 -0.37
C 4.9409 4.8616 1.0737 -0.08
C 3.2659 4.0263 -0.5701 -0.10
H 7.3234 -2.5415 -4.5630 0.10
H 6.5393 -4.0213 -4.0446 0.10
H 7.4110 -3.0159 -2.8747 0.09
H 4.3558 -4.2975 -1.7744 0.09
H 4.4453 -0.4230 -2.2577 0.16
H 2.3837 -0.6650 -3.0212 0.13
H 0.3753 -0.3379 -2.5111 0.10
H -0.5238 -1.0708 -1.2336 0.06
H -0.8632 -3.1328 -2.7961 0.11
H -0.4213 -1.9303 -4.0787 0.10
H -2.7305 -2.0833 -2.3040 0.10
H -2.1099 -0.4442 -2.5642 0.11
H -3.6801 -1.0481 -4.2495 0.07
H -3.0201 -2.4827 -4.4511 0.07
H 0.6270 -3.9053 -1.5520 0.10
H 2.3185 -3.9069 -1.2268 0.09
H 2.8082 -4.5458 -3.3117 0.10
H 1.1363 -4.7997 -3.5205 0.12
H 1.1129 -3.4758 -5.2663 0.11
H 1.6533 -2.0592 -4.4481 0.08
H 2.9761 -3.7623 -6.3501 0.12
H 3.9758 -3.7383 -4.9015 0.10
H 2.8833 -1.3288 -5.9191 0.08
H 1.4760 -3.8742 0.6798 0.12
H 1.3563 -2.6320 1.8813 0.10
H -1.3460 -3.0733 2.6865 0.11
H -2.1521 -2.7191 -0.0592 0.12
H 1.2083 -0.5958 2.7925 0.07
H 3.4550 -2.8536 0.2268 0.17
H 3.2691 -1.7569 1.4122 0.17
H 5.5913 -2.6579 0.2419 0.12
H 5.5065 -1.3483 1.3284 0.12
H 6.6026 -0.0743 -0.9825 0.11
H 7.3673 -1.6292 -0.8368 0.12
H 8.1069 -1.3883 1.3194 0.13
H 7.2684 0.1213 1.6545 0.12
H 9.5969 1.7457 -0.5566 0.14
H 3.6784 1.3784 1.5678 0.10
H 5.2676 0.6692 1.5853 0.11
H 5.9327 2.7069 1.0841 0.12
H 5.7140 3.4964 -1.3274 0.08
H 4.9947 1.9636 -1.7340 0.08
H 6.6536 2.0869 -0.9900 0.06
H 3.4413 3.4494 1.5553 0.13
H 5.6176 5.1297 0.2581 0.08
H 4.3372 5.7408 1.3040 0.08
H 5.5541 4.6144 1.9432 0.08
H 3.8375 4.7959 -1.0945 0.08
H 2.3212 4.5044 -0.3156 0.08
H 3.1400 3.1996 -1.2656 0.04
C -4.4555 0.3205 3.6236 -0.05
C -3.8282 -1.0057 4.0759 -0.44
C -4.0223 -2.1883 3.1287 -0.29
F -5.3262 -2.4895 2.9680 0.10
F -3.4184 -3.2988 3.6424 0.09
F -4.2689 -1.3121 5.3132 0.14
F -2.4835 -0.7918 4.1872 0.10
O -5.7175 0.6370 4.1736 0.05
C -6.8388 0.1059 3.5661 -0.52
C -7.5954 -0.8475 4.4893 -0.28
F -6.8002 -1.8705 4.8684 0.10
F -8.6556 -1.3695 3.8339 0.11
F -6.5072 -0.4748 2.3941 0.14
F -7.6459 1.1495 3.2676 0.14
H -3.7962 1.1043 3.9943 0.15
H -4.4467 0.4290 2.5383 0.15
H -3.5796 -1.9914 2.1513 0.15
H -7.9464 -0.3239 5.3814 0.18
C -9.2732 3.9709 2.4750 -0.05
C -8.8757 5.1790 1.6147 -0.44
C -9.1659 6.5529 2.2144 -0.30
F -10.4869 6.7297 2.4282 0.09
F -8.7618 7.5175 1.3506 0.10
F -9.4403 5.0629 0.3938 0.13
F -7.5250 5.0997 1.4235 0.10
O -10.5118 3.3587 2.1706 0.05
C -11.6566 3.8961 2.7261 -0.53
C -12.6042 4.4427 1.6592 -0.28
F -12.0010 5.4061 0.9319 0.10
F -13.6896 4.9924 2.2507 0.10
F -11.3465 4.8260 3.6522 0.14
F -12.2818 2.8900 3.3768 0.15
H -8.5357 3.1989 2.2645 0.13
H -9.1730 4.1747 3.5417 0.15
H -8.6279 6.6909 3.1571 0.17
H -12.9279 3.6452 0.9866 0.18
```

Its total charge is +1. The calculation puts the gap between HOMO and LUMO at 8.614 eV. For the HOMO energy, the calculation gives -11.325 eV.

***

Formula: C3H12N2
Source: the Open Molecules 2025 dataset
Level of theory: wB97M-V/def2-TZVPD

Structure (XYZ):
```
17
Properties=species:S:1:pos:R:3:nbo_charge:R:1
C 0.1725 1.0500 0.6242 -0.07
C -0.2045 -0.0215 -0.3112 -0.51
C 0.9868 -1.0604 -0.2169 -0.18
N 0.3933 -2.4021 -0.8388 -0.68
N -1.1260 2.3794 0.7800 -0.78
H 0.9101 1.7741 0.3126 0.26
H 0.1730 0.8912 1.6967 0.25
H -0.1604 0.3282 -1.3453 0.26
H -1.1550 -0.5416 -0.1813 0.24
H 1.7327 -0.8661 -0.9821 0.26
H 1.2259 -1.2258 0.8293 0.26
H -0.6014 -2.1787 -0.8469 0.44
H 0.6461 -2.4280 -1.8291 0.46
H 0.6007 -3.2744 -0.3507 0.48
H -0.9373 3.2211 1.3373 0.45
H -1.9739 2.0169 1.2194 0.44
H -1.3392 2.8391 -0.1100 0.44
```

Its total charge is +2. The calculation puts the gap between HOMO and LUMO at 13.835 eV. Its relative energy (zero: lowest compared OMol25 entry of this formula, charge and spin) is 159.6 kJ/mol. For the HOMO energy, the calculation gives -21.785 eV.

***

Formula: C24H29Cl2N4O4PtS
Source: the Open Molecules 2025 dataset
Level of theory: wB97M-V/def2-TZVPD

Structure (XYZ):
```
65
Properties=species:S:1:pos:R:3:nbo_charge:R:1
Pt 1.5691 -0.1687 -0.7616 0.90
O 2.8705 1.6882 -3.6210 -0.97
S 1.7396 0.9041 -3.2116 2.56
O 0.7252 0.7283 -4.2264 -1.01
O 1.1170 1.4805 -1.9098 -1.00
O 2.1701 -0.4775 -2.6686 -0.96
Cl 1.4701 -3.6125 2.4267 1.36
C 0.0055 -3.7607 1.8705 -0.99
Cl 2.2199 -2.3256 -0.1628 0.13
H -0.5598 -3.0327 1.3084 0.21
H -0.6181 -4.6368 1.9626 0.22
C 1.7164 -1.7988 5.5862 -0.65
C 2.0592 -1.0867 4.3112 -0.04
C 3.1893 -1.2907 3.5350 -0.15
C 2.1537 -2.4243 1.5927 -0.58
C 2.3669 -4.8188 2.4518 -0.92
C 2.8264 -1.0739 2.1056 -0.33
C 1.6027 -0.1853 2.2132 0.32
C 1.1113 -0.3771 3.5421 -0.26
N 1.1367 0.4720 1.1772 -0.51
C 0.4618 1.8070 1.3361 0.12
C -0.8116 1.8675 0.4909 -0.62
C 1.4796 2.8417 0.8377 -0.62
C 0.0796 2.1838 2.7678 -0.62
H 1.2247 -2.7400 5.2981 0.24
H 1.0205 -1.2286 6.2017 0.21
H 2.6030 -2.0516 6.1660 0.22
H 4.0771 -1.8263 3.8418 0.22
H 1.5994 -2.7240 3.3890 0.10
H 2.9372 -5.7113 2.5415 0.24
H 0.9445 -4.1414 3.7693 -0.24
H 3.5775 -0.7903 1.3782 0.26
H 0.1360 -0.1036 3.9046 0.22
H -0.6058 1.6509 -0.5534 0.26
H -1.2410 2.8693 0.5645 0.20
H -1.5466 1.1497 0.8576 0.20
H 1.7685 2.6385 -0.1897 0.26
H 2.3734 2.8225 1.4663 0.20
H 1.0371 3.8391 0.8839 0.20
H -0.7338 1.5646 3.1449 0.20
H -0.2713 3.2160 2.7528 0.22
H 0.9227 2.1201 3.4557 0.21
C -3.3397 -1.3206 -0.4174 -0.26
C -1.9736 -1.2127 -0.2264 0.04
N -1.1228 -0.8857 -1.1976 -0.45
C -1.6187 -0.6055 -2.3960 0.07
C -2.9862 -0.6339 -2.6830 -0.12
C -3.8493 -1.0361 -1.6748 -0.16
C -3.5051 -0.3160 -4.0264 -0.14
C -3.1398 0.6832 -4.8285 -0.22
C -2.2106 1.7933 -4.5314 0.21
C -1.4951 2.3901 -5.5608 -0.28
C -0.6646 3.4403 -5.2259 0.09
N -0.5683 3.9060 -3.9845 -0.45
C -1.2954 3.2645 -3.0758 0.27
N -2.1180 2.2445 -3.2783 -0.46
H -3.9849 -1.6150 0.3999 0.21
H -1.5311 -1.4136 0.7426 0.19
H -0.9029 -0.3442 -3.1691 0.24
H -4.9146 -1.1021 -1.8672 0.20
H -4.2645 -1.0003 -4.3949 0.20
H -3.5722 0.7181 -5.8235 0.20
H -1.5613 2.0195 -6.5746 0.22
H -0.0596 3.9391 -5.9752 0.19
H -1.2259 3.6310 -2.0577 0.18
```

Its expectation value of S² is 2.060. As for the spin multiplicity: 3. Its total charge is -1. The calculation puts the gap between HOMO and LUMO (spin up / spin down) at 5.956 / 5.397 eV. Its relative energy (zero: lowest compared OMol25 entry of this formula, charge and spin) is 1964.5 kJ/mol. For the HOMO energy (spin up / spin down), the calculation gives -3.523 / -4.357 eV.

***

Formula: C2HFO3S
Source: the Open Molecules 2025 dataset
Level of theory: wB97M-V/def2-TZVPD

Structure (XYZ):
```
8
Properties=species:S:1:pos:R:3:nbo_charge:R:1
C 1.7434 0.6161 0.0579 0.54
C 1.1664 -0.1733 -0.7336 -0.07
O -2.8999 0.5969 0.2167 -0.79
O 1.7789 1.3868 0.9734 -0.49
O -1.0695 -0.8654 0.4094 -0.85
F 1.1856 -0.7173 -1.8836 -0.27
S -2.2549 -0.3495 1.0719 1.68
H 0.3499 -0.4943 -0.1120 0.26
```

The calculation puts the gap between HOMO and LUMO at 6.829 eV. Its relative energy (zero: lowest compared OMol25 entry of this formula, charge and spin) is 254.8 kJ/mol. For the HOMO energy, the calculation gives -8.796 eV.